No. 1
{
  "formula": "C18H16N4O7",
  "method": "ωB97M-V/def2-TZVPD",
  "symbols": ["C", "C", "H", "O", "C", "C", "C", "C", "C", "C", "H", "H", "C", "C", "O", "N", "C", "O", "C", "H", "H", "N", "C", "C", "C", "C", "C", "C", "N", "O", "O", "H", "N", "O", "O", "H", "H", "H", "H", "H", "H", "H", "H", "H", "H"],
  "xyz": [[-7.33528, -0.16026, 0.83985], [-6.64256, -1.32364, 0.13676], [-7.19441, -2.24932, 0.32177], [-5.35051, -1.58055, 0.65378], [-4.31046, -0.78018, 0.31639], [-3.09803, -1.07659, 0.94623], [-1.96450, -0.34490, 0.67203], [-2.00449, 0.71189, -0.23332], [-3.20318, 0.99788, -0.86537], [-4.34887, 0.26928, -0.59665], [-5.25898, 0.53063, -1.11210], [-3.25229, 1.80530, -1.58072], [-0.75513, 1.50672, -0.54818], [0.17124, 0.59444, -1.32265], [0.04240, 0.10489, -2.40957], [1.23368, 0.29845, -0.47655], [1.19203, 0.93356, 0.76062], [1.96980, 0.70691, 1.64691], [0.04495, 1.90256, 0.69642], [-0.53992, 1.87643, 1.61500], [0.47005, 2.90318, 0.59451], [2.20851, -0.59075, -0.85783], [3.53750, -0.55256, -0.61113], [4.24157, -1.75711, -0.84911], [5.56195, -1.90037, -0.52879], [6.25069, -0.83402, 0.06160], [5.61394, 0.37342, 0.26238], [4.28185, 0.53736, -0.10036], [3.77366, 1.87491, -0.01954], [4.31785, 2.65181, 0.72794], [2.84842, 2.16934, -0.75992], [6.15256, 1.21169, 0.68231], [7.63193, -0.99111, 0.42603], [8.19707, -0.03838, 0.91576], [8.14306, -2.07141, 0.21622], [6.08676, -2.82630, -0.70681], [3.70233, -2.58548, -1.28263], [1.84558, -1.37646, -1.38618], [-1.02130, 2.36407, -1.16817], [-1.04182, -0.59803, 1.17504], [-3.07468, -1.89503, 1.64783], [-6.59999, -1.15914, -0.94664], [-7.39580, -0.35891, 1.90684], [-6.78663, 0.76713, 0.69455], [-8.34055, -0.04135, 0.44546]],
  "lumo_ev": -0.67,
  "smiles": "CCOc1ccc([C@H]2CC(=O)N(Nc3ccc([N+](=O)[O-])cc3[N+](=O)[O-])C2=O)cc1",
  "orbital_gap_ev": 8.14,
  "multiplicity": 1
}



No. 2
{
  "formula": "C5H8N",
  "method": "ωB97M-V/def2-TZVPD",
  "symbols": ["C", "C", "C", "C", "C", "N", "H", "H", "H", "H", "H", "H", "H", "H"],
  "xyz": [[-1.31567, -1.21265, -0.11415], [-0.41581, -2.04078, 0.13553], [-2.02721, 0.09778, -0.14852], [-0.57291, 0.69778, 0.07628], [0.24801, -0.67535, 0.53698], [1.55110, -0.67918, -0.26541], [-2.56506, 0.36341, -1.05787], [-2.79496, 0.22154, 0.59162], [-0.20923, 0.87927, -0.85958], [-0.36572, 1.32470, 0.88531], [0.53685, -0.80935, 1.62656], [2.26753, -1.44944, 0.11641], [1.93091, 0.28245, -0.04757], [1.43255, -0.86483, -1.27720]],
  "lumo_ev": -3.81,
  "total_charge": 1,
  "orbital_gap_ev": 10.44,
  "multiplicity": 1
}



No. 3
{
  "formula": "C39H35AuN4O3P",
  "method": "ωB97M-V/def2-TZVPD",
  "symbols": ["Au", "C", "C", "O", "C", "C", "C", "C", "C", "C", "O", "H", "H", "H", "H", "H", "H", "H", "N", "P", "C", "C", "C", "C", "C", "C", "C", "C", "C", "C", "C", "C", "C", "C", "C", "C", "C", "C", "H", "H", "H", "H", "H", "H", "H", "H", "H", "H", "H", "H", "H", "H", "H", "C", "C", "C", "C", "C", "N", "C", "O", "N", "C", "C", "C", "C", "N", "C", "C", "C", "H", "H", "H", "H", "H", "H", "H", "H", "H", "H", "H", "H", "H"],
  "xyz": [[0.39447, -0.53956, -0.41966], [0.47382, -0.81298, 3.89166], [0.95622, -0.83669, 2.47426], [0.15252, -0.36048, 1.63078], [2.25370, -1.36340, 2.16074], [2.91785, -2.21270, 3.07447], [4.14680, -2.73833, 2.78885], [4.76392, -2.39864, 1.57435], [4.14868, -1.55653, 0.67850], [2.87351, -1.03321, 0.93682], [2.33645, -0.21530, 0.04769], [-0.41700, -0.19588, 3.95694], [1.24332, -0.43562, 4.56300], [0.22060, -1.83120, 4.19718], [2.43602, -2.47322, 4.00767], [4.63296, -3.40573, 3.48597], [5.73772, -2.80766, 1.33551], [4.62465, -1.27708, -0.25242], [-1.28022, -1.30596, -1.01722], [-2.76584, -1.51022, -0.48208], [-3.83238, -0.63516, -1.66659], [-4.56646, -1.30879, -2.63378], [-5.16947, -0.60127, -3.67232], [-5.02610, 0.77271, -3.75612], [-4.30975, 1.45756, -2.77592], [-3.70848, 0.75753, -1.74355], [-3.28578, -0.99524, 1.16739], [-2.63518, -1.56118, 2.26429], [-3.04783, -1.25537, 3.54980], [-4.10692, -0.37794, 3.75144], [-4.75678, 0.18838, 2.66683], [-4.35494, -0.12474, 1.37363], [-3.19878, -3.25618, -0.57300], [-4.38572, -3.71686, -0.00293], [-4.72747, -5.05535, -0.11665], [-3.88399, -5.93402, -0.78469], [-2.68813, -5.48273, -1.32525], [-2.34445, -4.14169, -1.22366], [-4.66752, -2.38696, -2.58723], [-5.74159, -1.13215, -4.42248], [-5.46692, 1.31472, -4.58299], [-4.21878, 2.53645, -2.82419], [-3.13975, 1.28739, -0.98486], [-1.81947, -2.25709, 2.10351], [-2.55846, -1.71087, 4.40109], [-4.43702, -0.15178, 4.75711], [-5.58894, 0.86246, 2.82159], [-4.88657, 0.29419, 0.53086], [-5.03295, -3.03313, 0.53407], [-5.65155, -5.41603, 0.31612], [-4.15462, -6.97832, -0.87109], [-2.02126, -6.17694, -1.82080], [-1.41092, -3.76719, -1.62256], [-0.20502, -4.91195, -4.50498], [-0.67342, -3.61495, -5.11479], [-1.45672, -2.71588, -4.40304], [-1.84040, -1.49856, -4.94663], [-1.41368, -1.14114, -6.21490], [-1.72439, 0.12203, -6.77868], [-1.96535, 1.31674, -6.15251], [-2.63407, 2.19299, -6.65452], [-1.40955, 1.50366, -4.88720], [-0.29633, 0.89987, -4.30018], [0.82328, 0.47970, -5.01345], [1.87837, -0.11010, -4.33964], [1.80028, -0.30047, -2.97385], [0.72529, 0.12017, -2.29994], [-0.29400, 0.71883, -2.92996], [-0.67947, -2.05343, -6.96598], [-0.31781, -3.27392, -6.41843], [-0.50638, -4.99043, -3.46054], [0.88294, -4.98531, -4.55315], [-0.60757, -5.77035, -5.04575], [-1.78446, -2.95439, -3.39963], [-2.47979, -0.83494, -4.37518], [-1.93792, 0.14973, -7.76337], [-1.86469, 2.24357, -4.37699], [0.86708, 0.62006, -6.08549], [2.76587, -0.41928, -4.87305], [2.58512, -0.76749, -2.39700], [-1.12859, 1.04265, -2.32706], [-0.38133, -1.79733, -7.97684], [0.26200, -3.96990, -7.01447]],
  "lumo_ev": -4.05,
  "total_charge": 1,
  "orbital_gap_ev": 6.63,
  "multiplicity": 1
}



No. 4
{
  "formula": "H16NiO32S6Zn3",
  "method": "ωB97M-V/def2-TZVPD",
  "symbols": ["Zn", "Zn", "Zn", "Ni", "S", "O", "O", "O", "O", "S", "O", "O", "O", "O", "S", "O", "O", "O", "O", "S", "O", "O", "O", "O", "S", "O", "O", "O", "O", "S", "O", "O", "O", "O", "O", "H", "H", "O", "H", "H", "O", "H", "H", "O", "H", "H", "O", "H", "H", "O", "H", "H", "O", "H", "H", "O", "H", "H"],
  "xyz": [[4.38134, -0.79756, -7.79255], [5.73999, -3.53260, -13.15256], [8.46430, -1.83593, -10.14043], [5.48880, 1.11691, -11.76815], [5.12237, -1.96846, -10.60426], [5.03352, -0.69853, -11.29362], [4.79164, -3.09859, -11.49689], [6.51560, -2.20534, -10.16708], [4.25889, -1.92613, -9.40736], [1.48660, 0.55835, -8.56985], [1.26112, 1.99763, -8.72527], [1.12781, -0.20701, -9.74545], [2.96099, 0.38982, -8.33218], [0.77249, 0.09177, -7.36397], [3.41016, -5.69102, -14.05984], [3.76060, -6.83068, -14.89419], [2.53134, -6.15135, -12.97259], [4.66163, -5.09760, -13.49541], [2.74392, -4.58845, -14.80065], [8.62306, -4.69415, -11.87919], [9.61617, -4.67979, -12.94748], [7.24294, -4.59927, -12.38198], [8.72715, -5.96755, -11.12286], [8.84063, -3.56164, -10.96832], [7.13203, 0.78670, -8.93310], [6.62171, 1.25281, -10.23125], [5.99777, 0.11921, -8.25209], [8.18694, -0.24992, -9.02233], [7.58424, 1.94333, -8.17191], [7.67734, -0.72220, -13.16309], [8.34315, -0.95196, -11.88073], [6.79619, 0.49107, -12.98420], [8.68564, -0.43465, -14.17551], [6.81571, -1.89287, -13.43712], [3.85743, 1.69039, -10.61002], [3.54350, 1.16257, -9.82521], [3.27286, 2.45371, -10.64469], [2.76501, -2.00325, -6.98953], [2.09932, -2.33381, -7.60934], [2.57199, -2.43282, -6.15301], [8.88464, -2.91035, -8.38819], [8.74075, -2.90247, -7.44093], [9.21487, -3.79926, -8.59834], [4.14855, -2.63450, -14.33841], [3.39136, -3.28787, -14.38871], [3.75889, -1.76585, -14.46830], [2.81766, -4.53673, -9.71119], [3.45468, -3.98780, -10.20793], [2.36696, -3.90455, -9.14675], [5.58954, -2.28686, -6.84537], [6.48134, -2.31452, -6.49465], [5.40353, -3.18863, -7.16270], [6.69863, -5.13839, -9.35879], [7.48884, -5.52916, -9.78565], [6.53096, -4.33529, -9.86806], [2.07838, -0.38480, -12.32339], [2.40959, 0.30071, -12.91269], [2.81013, -1.01504, -12.24524]],
  "lumo_ev": [6.40, 6.40],
  "total_charge": -4,
  "orbital_gap_ev": [4.21, 4.21],
  "s_squared": 2.004,
  "multiplicity": 3
}



No. 5
{
  "formula": "C3H3IS",
  "method": "ωB97M-V/def2-TZVPD",
  "symbols": ["C", "C", "C", "S", "I", "H", "H", "H"],
  "xyz": [[2.18858, -0.10318, -0.34830], [1.07651, -0.58428, -0.52711], [-1.40819, 0.03661, 0.27702], [-0.78230, -1.36212, -0.70261], [3.59473, 1.30678, -0.23897], [-1.16130, -0.25216, 1.24854], [-2.51435, 0.03960, 0.18107], [-0.99368, 0.91874, 0.11036]],
  "lumo_ev": 0.03,
  "smiles": "CSC#CI",
  "orbital_gap_ev": 8.96,
  "multiplicity": 1
}



No. 6
{
  "formula": "C11H15ClNO3RhSTl",
  "method": "ωB97M-V/def2-TZVPD",
  "symbols": ["Rh", "Cl", "C", "C", "H", "H", "H", "H", "H", "H", "Tl", "C", "C", "H", "H", "H", "H", "H", "O", "C", "N", "S", "O", "O", "C", "C", "C", "C", "C", "C", "H", "H", "H", "H"],
  "xyz": [[-2.61738, 1.44999, -3.11837], [-1.73222, -0.39216, -1.96640], [-2.15298, 3.02680, -4.18364], [-4.55212, 0.89686, -3.00011], [-3.06382, 3.64474, -4.26689], [-1.33435, 3.56435, -3.67152], [-1.83175, 2.65007, -5.17335], [-5.18938, 1.76385, -3.22649], [-4.72324, 0.50841, -1.98557], [-4.68010, 0.10132, -3.75182], [0.17960, 0.08470, -0.12576], [1.65342, 0.61211, -1.66272], [-0.53940, 1.34507, 1.32247], [1.23796, 1.49764, -2.16650], [2.61805, 0.81109, -1.17240], [1.72919, -0.23162, -2.36062], [-1.23899, 0.97789, 2.10336], [-0.15308, 2.38061, 1.44954], [-0.72549, -1.90100, 2.53398], [0.37159, -2.23616, 2.08443], [0.88474, -1.84589, 0.84975], [2.42247, -2.36921, 0.46570], [2.41218, -3.26465, -0.66019], [3.33021, -1.24470, 0.46667], [2.52049, -3.27846, 1.97993], [3.60733, -4.04629, 2.38110], [3.54414, -4.65208, 3.64179], [2.41169, -4.46460, 4.45679], [1.33365, -3.69163, 4.01654], [1.39155, -3.10347, 2.75021], [4.46159, -4.15495, 1.71685], [4.38030, -5.26280, 3.98152], [2.37779, -4.92828, 5.44404], [0.44618, -3.52001, 4.61982]],
  "lumo_ev": [2.44, 2.20],
  "total_charge": -1,
  "orbital_gap_ev": [5.09, 7.46],
  "s_squared": 6.010,
  "multiplicity": 5
}



No. 7
{
  "formula": "C3H5N3O",
  "method": "ωB97M-V/def2-TZVPD",
  "symbols": ["N", "C", "N", "C", "O", "C", "N", "H", "H", "H", "H", "H"],
  "xyz": [[-2.06317, -0.48313, 0.85125], [-0.74239, -0.18118, 0.53208], [0.32174, -0.87749, 0.84430], [1.32187, -0.22021, 0.16051], [2.22951, -0.99640, -0.47329], [0.93225, 0.98307, -0.32471], [-0.45587, 0.96627, -0.15625], [-2.12868, -1.39458, 1.28463], [-2.67106, -0.43172, 0.03836], [2.83533, -0.44874, -0.96528], [1.46844, 1.69910, -0.92961], [-1.04797, 1.38501, -0.86199]],
  "lumo_ev": 0.79,
  "smiles": "Nc1nc(O)c[nH]1",
  "orbital_gap_ev": 8.34,
  "multiplicity": 1
}



No. 8
{
  "formula": "C29H49N6PSV",
  "method": "ωB97M-V/def2-TZVPD",
  "symbols": ["V", "C", "C", "N", "N", "C", "N", "S", "C", "C", "C", "C", "C", "N", "H", "H", "H", "H", "H", "H", "H", "H", "H", "C", "N", "C", "C", "C", "C", "C", "C", "C", "C", "H", "H", "H", "H", "H", "H", "H", "H", "H", "H", "H", "H", "H", "C", "C", "C", "C", "P", "N", "C", "C", "C", "C", "C", "C", "C", "C", "H", "H", "H", "H", "H", "H", "H", "H", "H", "H", "H", "H", "H", "H", "H", "H", "H", "H", "H", "H", "H", "H", "H", "H", "H", "H", "H"],
  "xyz": [[0.42881, -0.45517, 0.14205], [4.15128, -1.90890, -1.51148], [2.84709, -1.23740, -1.22537], [2.04525, -1.58326, -0.21265], [2.48376, -2.58982, 0.60835], [1.59630, -2.95496, 1.49249], [1.92112, -3.96375, 2.34189], [-0.00434, -2.28268, 1.60472], [2.34081, -0.18661, -2.04154], [3.02014, 0.38912, -3.13487], [2.42000, 1.39569, -3.84689], [1.13624, 1.84502, -3.47895], [0.52462, 1.25878, -2.40061], [1.09399, 0.26810, -1.69698], [4.21335, -2.84909, -0.97218], [4.99145, -1.28480, -1.19356], [4.26757, -2.09511, -2.57990], [2.88236, -4.25630, 2.37983], [1.34241, -4.12091, 3.14700], [4.00783, 0.03823, -3.39855], [2.93290, 1.84794, -4.68551], [0.64447, 2.64259, -4.01667], [-0.46035, 1.56262, -2.06466], [-1.71710, -3.80403, -3.91215], [-0.58289, -3.23201, -3.13761], [-0.14629, -1.93570, -3.72871], [-0.86079, -3.12247, -1.63699], [-1.90975, -2.10902, -1.28383], [-3.25109, -2.44993, -1.47814], [-4.26342, -1.57702, -1.12333], [-3.92751, -0.37182, -0.53402], [-2.59458, -0.05878, -0.29542], [-1.53671, -0.90085, -0.66470], [-1.38662, -3.99294, -4.93064], [-2.53186, -3.08661, -3.91448], [-2.04105, -4.73165, -3.44767], [0.19814, -3.88322, -3.21731], [-0.89219, -1.18386, -3.48320], [-0.05938, -2.04998, -4.80640], [0.81258, -1.65326, -3.29996], [0.09641, -2.86734, -1.17779], [-1.14280, -4.12784, -1.32292], [-3.51586, -3.42374, -1.87554], [-5.29924, -1.84790, -1.27941], [-4.70599, 0.31475, -0.22379], [-2.38929, 0.87054, 0.21549], [2.90821, 2.88399, 0.11043], [2.89877, 2.68072, 1.63582], [3.93871, 1.58689, 1.92270], [3.34514, 3.97476, 2.32712], [1.20290, 2.05362, 2.16655], [0.72684, 0.97421, 1.08605], [1.28567, 1.21753, 3.85063], [-0.15397, 0.87843, 4.26737], [1.93157, 2.07021, 4.95103], [2.05666, -0.11629, 3.73688], [-0.04299, 3.46189, 2.15718], [-1.45911, 2.88097, 2.07153], [0.04687, 4.39634, 3.36958], [0.15666, 4.28220, 0.87340], [3.94857, 2.96570, -0.21327], [2.40027, 3.79084, -0.20283], [2.45976, 2.03488, -0.40244], [4.88125, 1.89246, 1.46334], [3.64754, 0.62768, 1.49067], [4.12629, 1.45686, 2.98351], [4.36071, 4.20328, 1.99398], [3.36963, 3.88624, 3.41107], [2.72262, 4.82710, 2.06559], [-0.73265, 1.76441, 4.51789], [-0.10819, 0.25912, 5.16514], [-0.67158, 0.30955, 3.49347], [1.44215, 3.03038, 5.09229], [2.99034, 2.24349, 4.77171], [1.85195, 1.51952, 5.89157], [1.96601, -0.56509, 2.75091], [1.63385, -0.82429, 4.45206], [3.10914, 0.00009, 3.97811], [-1.78408, 2.39379, 2.98563], [-1.51651, 2.17051, 1.25344], [-2.15377, 3.69873, 1.86717], [-0.25466, 3.90295, 4.29102], [-0.64434, 5.22729, 3.20844], [1.04004, 4.81853, 3.51017], [0.15911, 3.64365, -0.01206], [1.06735, 4.87413, 0.88782], [-0.68001, 4.97793, 0.78398]],
  "lumo_ev": [-2.22, -2.90],
  "total_charge": 1,
  "orbital_gap_ev": [6.21, 7.28],
  "s_squared": 2.039,
  "multiplicity": 3
}



What did the second record say?
{
  "formula": "C5H8N",
  "method": "ωB97M-V/def2-TZVPD",
  "symbols": ["C", "C", "C", "C", "C", "N", "H", "H", "H", "H", "H", "H", "H", "H"],
  "xyz": [[-1.31567, -1.21265, -0.11415], [-0.41581, -2.04078, 0.13553], [-2.02721, 0.09778, -0.14852], [-0.57291, 0.69778, 0.07628], [0.24801, -0.67535, 0.53698], [1.55110, -0.67918, -0.26541], [-2.56506, 0.36341, -1.05787], [-2.79496, 0.22154, 0.59162], [-0.20923, 0.87927, -0.85958], [-0.36572, 1.32470, 0.88531], [0.53685, -0.80935, 1.62656], [2.26753, -1.44944, 0.11641], [1.93091, 0.28245, -0.04757], [1.43255, -0.86483, -1.27720]],
  "lumo_ev": -3.81,
  "total_charge": 1,
  "orbital_gap_ev": 10.44,
  "multiplicity": 1
}